# 1
Computed, not measured: a structure of composition C8H18O4Tl at a distorted geometry, with the ωB97M-V functional and the def2-TZVPD basis.

Atoms and positions in Å:
C (1.6634, -0.7004, 1.4987)
O (2.5527, 0.3868, 1.0652)
C (2.6257, 0.6000, -0.3038)
C (1.5924, 1.5668, -0.8545)
O (0.2832, 1.0066, -0.7932)
C (-0.7642, 1.9374, -1.0321)
C (-2.0771, 1.2602, -0.7302)
O (-2.0265, 0.7306, 0.5797)
C (-3.2000, 0.0480, 0.9733)
H (1.9469, -1.6147, 0.9190)
H (1.9816, -0.8929, 2.5409)
H (2.5573, -0.3581, -0.8624)
H (3.6132, 1.0338, -0.5289)
H (1.8302, 1.8047, -1.9041)
H (1.6287, 2.5052, -0.2767)
H (-0.7480, 2.2764, -2.0793)
H (-0.6301, 2.8158, -0.3804)
H (-2.2589, 0.4386, -1.4433)
H (-2.8944, 1.9942, -0.8123)
H (-3.0384, -0.3340, 1.9875)
H (-4.0551, 0.7409, 0.9796)
H (-3.4100, -0.7934, 0.2941)
Tl (-0.1864, 0.0777, 1.2050)
C (-0.3214, -3.2860, -0.5149)
O (-0.4440, -1.9995, -1.1706)
C (0.2383, -1.6768, -2.1647)
H (-1.3478, -3.6103, -0.3246)
H (0.2310, -3.9802, -1.1557)
H (0.1971, -3.0933, 0.4294)
H (-0.1310, -0.8158, -2.7278)
H (1.0078, -2.3537, -2.5562)

Atomic forces in eV per Å
C 5.4 -1.7 -0.4
O -0.9 -0.6 1.1
C 0.2 -0.4 -1.3
C 0.8 0.7 -0.3
O -0.1 0.3 -0.6
C -0.1 0.7 -0.2
C -0.5 0.2 -1.3
O -3.0 1.3 -1.5
C -1.3 -0.6 0.3
H -0.3 0.5 0.3
H -0.7 0.2 -0.4
H 0.0 0.3 0.2
H -0.3 -0.1 0.2
H -0.1 -0.1 0.3
H -0.1 -0.2 -0.1
H 0.0 -0.1 0.3
H 0.0 -0.2 -0.1
H 0.0 0.2 0.2
H 0.2 -0.2 0.0
H 0.0 0.1 -0.2
H 0.3 -0.2 0.0
H 0.1 0.3 0.2
Tl 0.4 -0.5 3.4
C 0.0 0.8 -0.3
O -3.7 -1.4 5.2
C 3.5 1.2 -4.9
H 0.3 -0.2 0.0
H -0.2 0.1 0.2
H 0.0 -0.4 -0.1
H 0.3 -0.4 0.1
H -0.4 0.3 0.0

- multiplicity = 1
- E (eV) = -21457.510
- net charge = +1
- gap between HOMO and LUMO (spin up / spin down) (eV) = 6.219 / 6.710


# 2
Computed, not measured: an isolated molecule of C4H3BrOS at a distorted geometry, with the ωB97M-V functional and the def2-TZVPD basis.

Atoms and positions in Å:
C (-0.9754, -0.2807, 0.5431)
C (-0.3581, 0.8439, 0.2001)
C (-0.2940, -1.5523, 0.2739)
C (0.7303, 0.6791, -0.7615)
O (-0.5611, -2.6787, 0.5832)
S (1.0816, -1.0910, -0.8680)
Br (2.2767, 1.6491, 0.0801)
H (-1.8239, -0.4246, 1.1604)
H (-0.7332, 1.7650, 0.4842)
H (0.6573, 1.0904, -1.6955)

Atomic forces in eV per Å
C 0.3 -0.6 1.1
C -1.2 -1.9 -0.9
C 0.7 0.0 -1.8
C 2.0 -1.4 3.0
O 0.1 0.8 0.1
S -0.1 -0.3 0.1
Br -0.2 -0.1 -0.3
H -0.8 0.5 0.6
H -0.4 1.9 0.3
H -0.5 1.2 -2.2

- multiplicity = 1
- E (eV) = -87121.073
- gap between HOMO and LUMO (eV) = 9.183
- energy relative to the best compared isomer or geometry (same formula, charge and spin) (eV) = 0.000
- SMILES = O=C1C=C[C@@H](Br)S1


# 3
Computed, not measured: a structure of composition C46H57InN4O4P4S3 at a distorted geometry, with the ωB97M-V functional and the def2-TZVPD basis.

Atoms and positions in Å:
In (-0.4326, -0.6798, 0.3699)
S (2.7504, 0.5337, -1.9975)
P (2.8018, -0.3573, -0.2137)
C (1.5296, -0.1069, 0.8705)
P (1.2944, 1.1191, 1.9942)
S (-0.6548, 1.7558, 2.0097)
C (2.3811, 2.6292, 1.9080)
C (2.7466, 3.1495, 0.6864)
C (3.4818, 4.3169, 0.6784)
C (3.8709, 4.9209, 1.8628)
C (3.5044, 4.4023, 3.0996)
C (2.6688, 3.2755, 3.1059)
C (1.6872, 0.5398, 3.6240)
C (0.9825, 0.9998, 4.7613)
C (1.2573, 0.4553, 5.9988)
C (2.1757, -0.5394, 6.1524)
C (2.9249, -0.9330, 5.0771)
C (2.6517, -0.4273, 3.8074)
C (2.9349, -2.1819, -0.3830)
C (2.5814, -3.0071, 0.6913)
C (2.5535, -4.3725, 0.5183)
C (3.0566, -4.9932, -0.6157)
C (3.5046, -4.1652, -1.6494)
C (3.4369, -2.7779, -1.5174)
C (4.3995, -0.0259, 0.5311)
C (5.0216, -0.9875, 1.3262)
C (6.1959, -0.6300, 2.0564)
C (6.7991, 0.6029, 1.9514)
C (6.2508, 1.5046, 1.0102)
C (5.0867, 1.1787, 0.3798)
H (2.4985, 2.6499, -0.2336)
H (3.8358, 4.7774, -0.2543)
H (4.4813, 5.8359, 1.8559)
H (3.7542, 4.8378, 4.0254)
H (2.3705, 2.8886, 4.1091)
H (0.1918, 1.7062, 4.5230)
H (0.7054, 0.7517, 6.9120)
H (2.3376, -0.9759, 7.1370)
H (3.6656, -1.7478, 5.0860)
H (3.2635, -0.7685, 2.9984)
H (2.1988, -2.5626, 1.6258)
H (2.2387, -5.0361, 1.3083)
H (3.0811, -6.0904, -0.6419)
H (3.9595, -4.5295, -2.5643)
H (3.7702, -2.1382, -2.3439)
H (4.6832, -1.9655, 1.4904)
H (6.6051, -1.3629, 2.7418)
H (7.5959, 0.8752, 2.6117)
H (6.8035, 2.4643, 0.8735)
H (4.7264, 1.8715, -0.3758)
C (0.1845, 1.8896, -3.4459)
P (-0.7167, 1.7400, -1.8380)
C (-2.1887, 0.8799, -2.6927)
N (-3.0864, 1.5837, -3.3509)
C (-3.9971, 0.9195, -4.0761)
C (-4.9566, 1.6799, -4.8713)
C (-5.9566, 1.0437, -5.5312)
C (-6.1136, -0.3647, -5.4178)
C (-5.1755, -1.1200, -4.7605)
C (-4.1127, -0.5022, -4.1070)
N (-3.1773, -1.2440, -3.4345)
C (-2.2870, -0.5802, -2.7425)
P (-1.0281, -1.6272, -1.9416)
C (0.1599, -1.7780, -3.2038)
C (-1.7036, -3.3363, -1.6897)
C (-0.5804, -4.1568, -1.0050)
C (-2.9285, -3.3853, -0.7506)
C (-2.0563, -4.1175, -2.9897)
C (-1.2759, 3.5019, -1.6122)
C (-0.0296, 4.1722, -0.8988)
C (-1.6284, 4.2700, -2.8612)
C (-2.4238, 3.6661, -0.6399)
H (-0.4577, 2.3899, -4.1785)
H (0.4838, 0.9638, -3.9168)
H (1.0764, 2.4345, -3.3078)
H (-4.6978, 2.7267, -4.8862)
H (-6.6954, 1.6024, -6.0748)
H (-7.0680, -0.8497, -5.8336)
H (-5.2883, -2.1915, -4.7823)
H (-0.2977, -1.6330, -4.1936)
H (0.7423, -2.6490, -3.1526)
H (0.8677, -0.9989, -2.9993)
H (-0.1515, -3.6809, -0.1595)
H (0.1441, -4.5278, -1.7144)
H (-0.9590, -5.0831, -0.6437)
H (-2.7494, -3.1357, 0.3009)
H (-3.1872, -4.4485, -0.7614)
H (-3.7832, -2.8137, -1.1829)
H (-1.3744, -3.9388, -3.8101)
H (-3.0626, -3.9436, -3.3286)
H (-2.0015, -5.1977, -2.7478)
H (0.8989, 4.1469, -1.5113)
H (0.2304, 3.7927, 0.0965)
H (-0.2492, 5.2328, -0.8537)
H (-0.7721, 4.5602, -3.5084)
H (-2.0608, 5.2129, -2.4607)
H (-2.4248, 3.8597, -3.5124)
H (-2.3053, 3.0921, 0.2174)
H (-3.4071, 3.3872, -1.1195)
H (-2.5496, 4.7042, -0.3347)
C (-2.2719, -3.6613, 3.3880)
S (-1.0563, -2.4283, 3.0455)
O (0.1340, -3.0803, 3.5574)
O (-1.4739, -1.1963, 3.6646)
O (-1.0546, -2.3375, 1.5449)
H (-2.1758, -3.7476, 4.4437)
H (-1.8701, -4.5035, 2.8834)
H (-3.2623, -3.3221, 3.0879)
C (-4.1984, 1.3014, 3.1341)
N (-3.4102, 0.5443, 2.2063)
C (-3.4471, 0.4991, 0.8788)
N (-4.3722, 1.2897, 0.2665)
O (-2.6508, -0.1904, 0.2022)
H (-3.5950, 1.4913, 4.0161)
H (-5.0995, 0.7428, 3.4494)
H (-4.4951, 2.2804, 2.7352)
H (-2.6974, -0.0269, 2.6349)
H (-4.7754, 2.0250, 0.8039)
H (-4.2602, 1.4915, -0.7013)

Atomic forces in eV per Å
In -0.1 1.0 0.1
S 0.1 -0.3 0.1
P 0.4 -0.4 -1.0
C -0.2 0.0 -0.2
P -0.1 1.7 0.3
S 0.8 -0.6 -0.3
C -1.3 -1.2 0.5
C 0.3 0.4 0.1
C 0.7 0.7 -0.5
C 0.6 0.8 0.6
C -1.3 -1.1 -1.4
C 1.0 0.2 1.0
C -0.6 -0.2 1.7
C 0.2 -0.4 -1.3
C -1.6 1.0 1.0
C 1.1 -0.6 0.8
C 0.5 -1.1 -1.3
C 0.4 0.2 0.6
C -0.3 0.0 0.6
C -1.1 0.7 0.1
C 0.6 -0.9 0.5
C 0.0 0.4 -0.5
C 0.3 0.0 0.1
C 0.1 0.0 -0.9
C 1.1 -0.5 1.0
C 1.8 2.0 0.8
C -0.8 -0.7 -0.3
C -1.2 0.2 -0.8
C 1.7 0.3 1.4
C -0.5 0.8 -1.5
H -0.1 -0.2 -0.2
H -0.3 -0.3 0.3
H -0.3 -0.5 -0.2
H 0.4 0.6 0.8
H 0.1 0.2 -1.2
H 0.0 0.0 0.7
H 0.2 0.0 -0.8
H 0.0 0.0 -0.2
H -0.3 0.5 0.5
H 0.0 -0.2 -0.4
H 0.2 -0.3 -0.5
H -0.2 0.2 0.4
H 0.0 0.6 -0.3
H -0.2 -0.3 0.1
H -0.2 -0.2 0.3
H -0.7 -1.1 0.0
H 0.0 -0.1 0.0
H 0.5 0.1 0.0
H -0.9 -0.8 -0.2
H -0.2 -0.1 0.2
C -1.2 0.0 -0.6
P -0.7 -0.9 -0.7
C -0.3 -0.3 0.0
N 0.9 -0.2 0.3
C -2.3 -0.5 -1.4
C 1.9 -0.7 1.1
C -0.3 -0.2 0.4
C -1.2 -0.5 -0.4
C -1.1 -0.1 -0.9
C 1.3 0.9 0.9
N -0.3 0.5 0.2
C 0.2 0.5 -0.1
P -1.3 -1.0 1.3
C 0.3 1.1 -1.3
C -0.2 -0.8 0.1
C -0.2 0.3 -1.0
C -0.5 0.0 -0.6
C 0.1 -0.4 0.7
C 1.2 0.1 0.7
C 0.3 0.0 -1.2
C -0.3 1.6 -0.9
C -1.8 0.1 -1.7
H 0.1 0.1 0.2
H 0.0 -0.5 0.3
H 1.0 0.8 0.2
H -0.6 0.3 -0.2
H -0.1 0.2 -0.2
H 1.8 0.7 0.5
H 0.2 -0.2 0.3
H 0.2 -0.2 0.3
H 0.5 -1.5 0.1
H 0.6 0.7 -0.2
H 0.7 0.5 0.6
H 0.7 0.5 -0.3
H -1.0 -0.7 0.5
H 0.1 0.3 -0.5
H -0.3 0.0 0.1
H 0.6 -0.3 0.5
H 0.2 0.1 -0.2
H -0.3 0.4 -0.1
H 0.1 0.5 -0.1
H -0.5 -0.3 0.2
H -0.5 -0.1 -0.3
H -0.2 0.3 0.3
H -0.4 -0.3 0.5
H 0.3 -0.2 -0.5
H 0.6 -0.2 0.6
H 0.3 -1.1 1.6
H 0.9 0.2 0.3
H 0.3 0.2 -0.1
C -0.1 1.5 -0.5
S 0.6 -1.6 0.9
O 0.0 0.9 -0.4
O -0.1 0.6 -0.1
O 0.0 0.2 -0.1
H -0.2 -0.4 0.9
H -0.2 -1.0 -0.4
H 0.0 -0.3 -0.1
C -0.8 0.2 0.1
N 0.2 -0.7 0.0
C -0.2 1.0 0.2
N -0.2 -0.6 0.3
O 0.1 -0.3 -0.2
H 0.1 0.0 0.0
H 0.3 0.3 -0.2
H 0.1 -0.2 0.1
H 0.4 -0.3 0.1
H -0.3 0.3 0.2
H 0.2 -0.1 -0.5

- multiplicity = 1
- E (eV) = -137615.249
- gap between HOMO and LUMO (eV) = 6.397
- energy relative to the best compared isomer or geometry (same formula, charge and spin) (eV) = 0.000


# 4
Computed, not measured: a structure of composition C16H21MnN4O2S4 at a distorted geometry, with the ωB97M-V functional and the def2-TZVPD basis.

Atoms and positions in Å:
Mn (-6.3025, -4.8341, 15.3415)
C (-3.6399, -6.0845, 15.0086)
C (-4.2268, -6.7440, 16.2728)
N (-5.6255, -6.3795, 16.5708)
C (-5.8206, -6.1711, 18.0486)
C (-5.1870, -4.8493, 18.5833)
S (-5.1444, -3.4160, 17.3730)
C (-3.4221, -3.4676, 16.7532)
C (-3.3448, -3.6114, 15.2357)
N (-4.1105, -4.7358, 14.6504)
H (-2.5410, -6.0799, 15.1619)
H (-3.8037, -6.7488, 14.1544)
H (-4.1448, -7.8350, 16.1512)
H (-3.6872, -6.5172, 17.1496)
H (-6.2499, -7.1312, 16.3009)
H (-6.8872, -6.2059, 18.3633)
H (-5.3952, -7.0279, 18.5804)
H (-5.8557, -4.5002, 19.3598)
H (-4.2083, -5.0405, 18.9789)
H (-3.0148, -2.5160, 17.0000)
H (-2.8221, -4.2328, 17.1904)
H (-3.7201, -2.7311, 14.7340)
H (-2.3020, -3.7642, 14.9705)
H (-4.0815, -4.6585, 13.6291)
O (-4.7315, -3.0067, 12.2966)
S (-6.1644, -3.2263, 12.4813)
O (-6.7570, -4.3165, 11.7115)
N (-6.5515, -3.3713, 14.1397)
C (-7.6761, -2.6101, 14.5293)
S (-8.6204, -2.9463, 15.9060)
C (-7.8619, -1.5442, 13.5840)
C (-8.5939, -0.3457, 13.6903)
C (-8.3890, 0.6672, 12.7728)
C (-7.5723, 0.4761, 11.6466)
C (-6.8796, -0.7262, 11.4758)
C (-7.0404, -1.7163, 12.4243)
H (-9.2683, -0.2306, 14.5374)
H (-8.8859, 1.6331, 13.0098)
H (-7.4550, 1.2708, 10.9125)
H (-6.2112, -0.9216, 10.6377)
S (-9.3323, -7.4123, 12.8870)
C (-9.8770, -7.1149, 14.4896)
C (-8.9215, -6.5748, 15.2970)
N (-7.6974, -6.3223, 14.5468)
C (-7.8258, -6.7020, 13.3175)
H (-10.8888, -7.3526, 14.6792)
H (-8.9216, -6.2720, 16.3398)
H (-7.0196, -6.6981, 12.6012)

Atomic forces in eV per Å
Mn 0.6 0.2 -0.1
C 1.1 -0.7 0.1
C -0.1 -0.4 -1.1
N -1.1 0.6 0.5
C -0.3 0.4 0.4
C -1.0 -0.2 -1.1
S 0.0 -1.4 0.1
C -0.9 -0.2 -1.1
C -0.4 -0.2 -0.3
N -1.1 -0.8 0.7
H -0.4 0.0 -0.2
H -0.1 0.2 0.1
H 0.0 0.3 0.0
H 0.9 0.5 0.8
H 0.0 -0.3 -0.1
H 0.5 0.2 -0.9
H 0.2 0.1 -0.1
H 0.2 0.1 0.4
H 0.5 0.3 0.2
H 0.5 0.7 0.3
H 0.1 -0.6 0.8
H 0.1 0.3 -0.1
H 0.3 0.2 -0.1
H 0.1 0.3 0.3
O -1.5 -0.4 0.7
S 0.6 -0.2 -1.0
O 0.5 1.2 1.3
N -1.4 -0.4 0.9
C 0.1 -1.0 0.6
S 1.9 -0.3 -1.4
C 0.3 1.1 -2.1
C 0.4 -1.2 0.7
C -0.3 0.7 -0.2
C -0.1 0.1 0.4
C 0.0 -0.5 -0.2
C -0.8 0.9 0.8
H 0.2 0.2 -0.1
H 0.4 -0.8 -0.7
H 0.0 -0.1 0.2
H -0.2 0.3 0.1
S 0.9 0.8 0.7
C 0.9 0.2 0.3
C 1.1 0.2 -1.8
N -1.2 0.7 1.8
C -0.2 -1.0 -1.2
H -0.7 -0.2 0.6
H -0.4 -0.1 -0.3
H 0.0 0.3 -0.1

- multiplicity = 5
- E (eV) = -101634.498
- net charge = +2
- gap between HOMO and LUMO (spin up / spin down) (eV) = 5.941 / 7.709
- energy relative to the best compared isomer or geometry (same formula, charge and spin) (eV) = 0.000


# 5
Computed, not measured: a structure of composition C31H35AsFeN3O2, with the ωB97M-V functional and the def2-TZVPD basis.

Atoms and positions in Å:
Fe (0.1123, -1.3229, -1.6878)
O (-0.7214, -2.1308, -3.2053)
C (-1.6742, -3.0122, -3.3036)
C (-2.6208, -2.9302, -4.3433)
C (-3.6131, -3.8741, -4.4585)
C (-3.7100, -4.9529, -3.5678)
C (-2.7896, -5.0579, -2.5557)
C (-1.7761, -4.0971, -2.3984)
C (-0.8314, -4.2487, -1.3324)
N (0.0503, -3.3822, -0.9872)
C (1.0141, -3.7416, 0.0454)
C (1.2081, -2.5155, 0.9218)
N (1.4620, -1.4164, 0.0036)
C (2.5112, -0.7021, 0.1501)
C (2.9760, 0.2984, -0.7775)
C (3.9944, 1.1717, -0.3654)
C (4.4999, 2.1261, -1.2147)
C (4.0039, 2.1934, -2.5211)
C (3.0240, 1.3327, -2.9613)
C (2.4730, 0.3710, -2.0977)
O (1.5373, -0.4349, -2.5400)
H (-2.5453, -2.0998, -5.0321)
H (-4.3372, -3.7813, -5.2587)
H (-4.4947, -5.6878, -3.6800)
H (-2.8374, -5.8841, -1.8545)
H (-0.8688, -5.1986, -0.7893)
H (1.9626, -3.9876, -0.4404)
H (0.6863, -4.6111, 0.6224)
H (2.0294, -2.6492, 1.6315)
H (0.2916, -2.3008, 1.4756)
H (3.1392, -0.8644, 1.0328)
H (4.3757, 1.0859, 0.6466)
H (5.2713, 2.8068, -0.8834)
H (4.3987, 2.9359, -3.2036)
H (2.6433, 1.3815, -3.9727)
C (-2.6980, -1.7541, 0.1287)
C (-2.4341, -0.3907, -0.4190)
C (-3.2581, 0.7000, -0.3649)
C (-2.5945, 1.7589, -1.0483)
C (-1.3932, 1.2674, -1.4836)
C (-0.3407, 2.0028, -2.2455)
N (-1.2699, -0.0575, -1.0956)
H (-3.5284, -1.7034, 0.8337)
H (-1.8370, -2.1453, 0.6746)
H (-2.9738, -2.4699, -0.6498)
H (-4.2292, 0.7275, 0.1064)
H (-2.9521, 2.7651, -1.2066)
H (-0.7388, 2.9693, -2.5541)
H (-0.0256, 1.4654, -3.1416)
H (0.5530, 2.1932, -1.6432)
C (-2.0748, 1.2844, 3.2017)
As (-0.5614, 0.3456, 2.3891)
C (0.5237, 0.2331, 4.0272)
C (0.2595, 1.9090, 1.4799)
C (0.7955, 2.9743, 2.3759)
C (0.0071, 4.0586, 2.7579)
C (0.4984, 5.0315, 3.6172)
C (1.7925, 4.9422, 4.1088)
C (2.5926, 3.8728, 3.7291)
C (2.0964, 2.9018, 2.8735)
H (-1.7440, 2.1555, 3.7679)
H (-2.5959, 0.5996, 3.8708)
H (-2.7560, 1.5880, 2.4078)
H (0.6083, 1.1921, 4.5382)
H (1.5263, -0.1339, 3.8011)
H (0.0375, -0.4870, 4.6866)
H (-0.5470, 2.2815, 0.8446)
H (1.0347, 1.5241, 0.8161)
H (-0.9998, 4.1431, 2.3655)
H (-0.1315, 5.8664, 3.8976)
H (2.1775, 5.7023, 4.7760)
H (3.6069, 3.7958, 4.1005)
H (2.7288, 2.0709, 2.5784)

Atomic forces in eV per Å
Fe 0.0 -0.3 0.1
O -0.1 0.3 -0.2
C 0.1 -0.1 0.1
C 0.0 0.0 0.0
C 0.0 0.0 0.0
C 0.0 0.0 0.0
C 0.0 0.0 0.0
C 0.0 0.1 0.0
C 0.1 -0.1 -0.1
N 0.0 0.0 0.0
C -0.1 0.0 0.0
C 0.0 0.0 0.0
N 0.1 0.0 0.0
C 0.0 0.0 0.0
C 0.0 0.0 0.0
C 0.0 0.0 0.0
C 0.0 0.0 0.0
C 0.0 0.0 0.0
C 0.1 0.0 0.0
C 0.0 -0.1 0.1
O 0.0 0.0 -0.1
H 0.0 0.0 0.0
H 0.0 0.0 0.0
H 0.0 0.0 0.0
H 0.0 0.0 0.0
H 0.0 0.0 0.0
H 0.0 0.0 0.0
H 0.0 0.0 0.0
H 0.0 0.0 0.0
H 0.0 0.0 0.0
H 0.0 0.0 0.0
H 0.0 0.0 0.0
H 0.0 0.0 0.0
H 0.0 0.0 0.0
H 0.0 0.0 0.0
C 0.0 0.0 0.0
C 0.0 0.0 0.0
C 0.0 0.0 0.0
C 0.0 0.0 0.0
C 0.0 0.0 0.0
C 0.0 0.0 0.0
N 0.0 -0.1 0.0
H 0.0 0.0 0.0
H 0.0 0.0 0.0
H 0.0 0.0 0.0
H 0.0 0.0 0.0
H 0.0 0.0 0.0
H 0.0 0.0 0.0
H 0.0 0.0 0.0
H 0.0 0.0 0.0
C 0.0 0.0 0.0
As -0.1 0.0 0.1
C 0.1 0.1 0.0
C 0.0 0.0 0.0
C 0.0 0.0 0.0
C 0.0 0.0 0.0
C 0.0 0.0 0.0
C 0.0 0.0 0.0
C 0.0 0.0 0.0
C 0.0 0.0 0.0
H 0.0 0.0 0.0
H 0.0 0.0 0.0
H 0.0 0.0 0.0
H 0.0 0.0 0.0
H 0.0 0.0 0.0
H 0.0 0.0 0.0
H 0.0 0.0 0.0
H 0.0 0.0 0.0
H 0.0 0.0 0.0
H 0.0 0.0 0.0
H 0.0 0.0 0.0
H 0.0 0.0 0.0
H 0.0 0.0 0.0

- multiplicity = 6
- E (eV) = -136507.375
- gap between HOMO and LUMO (spin up / spin down) (eV) = 6.967 / 6.269
- energy relative to the best compared isomer or geometry (same formula, charge and spin) (eV) = 0.024


# 6
Computed, not measured: a cluster of 2 separate species, H3OP in total at a distorted geometry, with the ωB97M-V functional and the def2-TZVPD basis.

Atoms and positions in Å:
O (0.9276, -1.1668, 2.1302)
P (1.3145, 0.1945, 2.4718)
H (-0.1549, -0.7580, -0.3878)
H (1.4244, 1.0280, 1.1664)
H (-0.8031, -0.6054, -0.6992)

Atomic forces in eV per Å
O -0.3 -1.0 -0.6
P 0.5 1.8 -0.2
H 0.2 -0.1 0.1
H -0.2 -0.9 0.8
H -0.2 0.1 -0.1

- multiplicity = 1
- E (eV) = -11382.966
- gap between HOMO and LUMO (eV) = 8.721
- energy relative to the best compared isomer or geometry (same formula, charge and spin) (eV) = 1.310
- SMILES = [H][H].O=P